{"formula": "C32H44GeN5OPd", "method": "ωB97M-V with the def2-TZVPD basis set", "charge": 1, "spin_multiplicity": 5, "total_energy_ev": -103377.013, "e_homo_ev": [-8.98, -9.78], "s2": 6.05, "gap_ev": [5.59, 2.73], "symbols": ["Pd", "Ge", "O", "N", "N", "N", "N", "N", "C", "C", "C", "C", "C", "C", "C", "C", "C", "C", "C", "C", "C", "C", "C", "C", "C", "C", "C", "C", "C", "C", "C", "C", "C", "C", "C", "C", "C", "C", "C", "C", "H", "H", "H", "H", "H", "H", "H", "H", "H", "H", "H", "H", "H", "H", "H", "H", "H", "H", "H", "H", "H", "H", "H", "H", "H", "H", "H", "H", "H", "H", "H", "H", "H", "H", "H", "H", "H", "H", "H", "H", "H", "H", "H", "H"], "positions_angstrom": [[0.099, 0.267, -0.970], [0.966, 3.498, -0.989], [0.470, -0.126, 1.387], [-0.591, -1.520, -1.525], [2.032, -0.620, -1.446], [3.002, 0.361, -1.961], [-1.347, 1.292, 4.007], [-0.302, 0.480, 3.521], [-3.000, -1.115, -1.433], [-4.952, 0.743, -0.981], [5.343, -0.413, -2.246], [-1.782, -1.970, -1.591], [0.173, -2.193, 6.040], [0.287, -0.577, 4.257], [-0.051, 1.960, -1.815], [-0.782, -4.249, -1.865], [-4.049, -1.449, -0.595], [-1.983, -6.005, -2.922], [4.022, -0.073, -2.970], [-0.358, 0.468, 2.124], [4.354, 1.175, -3.846], [1.422, -2.704, 5.651], [-3.965, 1.001, -1.937], [2.078, -2.143, 4.529], [-1.955, -3.461, -1.780], [-2.981, 0.043, -2.201], [1.631, 3.060, 0.884], [-0.369, 4.955, -0.685], [-3.171, -5.334, -2.638], [-1.485, 1.269, 1.788], [-3.360, 2.480, 3.159], [3.448, -1.183, -3.845], [1.539, -1.023, 3.863], [-0.777, -5.530, -2.431], [-3.198, -4.027, -2.149], [-0.378, -1.135, 5.345], [-2.120, 1.704, 2.939], [-1.270, 1.911, 5.310], [2.640, 4.082, -1.832], [-5.026, -0.474, -0.333], [-1.352, 4.465, -0.832], [2.390, 1.021, -2.498], [6.114, -0.831, -2.977], [-0.300, 5.728, -1.462], [0.154, -3.799, -1.506], [0.831, 2.994, 1.657], [-0.736, 1.315, 6.049], [1.923, -1.402, -2.101], [-3.883, 2.133, 4.084], [-2.314, 2.126, 5.597], [2.379, 3.823, 1.150], [2.164, 2.083, 0.824], [-2.023, -6.935, -3.435], [2.036, -0.505, 3.050], [-4.002, 2.307, 2.292], [-4.122, -5.842, -2.855], [3.481, 3.552, -1.305], [2.992, -2.624, 4.172], [-3.861, 1.984, -2.376], [-4.178, -3.506, -2.112], [-4.078, -2.465, -0.138], [-2.164, 0.189, -2.939], [2.807, 5.198, -1.671], [-0.475, 2.021, -2.830], [-1.369, -0.744, 5.573], [5.706, 0.521, -1.733], [4.295, -1.450, -4.519], [3.400, 1.557, -4.286], [-3.179, 3.566, 3.218], [2.730, 3.833, -2.882], [-5.660, 1.518, -0.746], [3.090, -2.098, -3.301], [-1.846, 1.524, 0.798], [0.125, -6.109, -2.516], [-0.740, 2.871, 5.271], [-0.369, -2.590, 6.857], [2.615, -0.874, -4.492], [2.353, -0.927, -0.514], [1.822, -3.529, 6.220], [5.190, -1.140, -1.414], [-0.279, 5.466, 0.316], [4.994, 0.872, -4.689], [-5.790, -0.620, 0.421], [4.874, 1.900, -3.241]], "forces_ev_per_angstrom": [[-0.990, -0.764, 0.156], [-0.634, -0.287, 0.781], [-1.946, 0.896, 2.257], [-1.011, -1.071, -0.081], [2.169, 0.544, -0.300], [-1.213, 1.027, -0.557], [2.046, -1.850, -1.537], [-1.107, 1.037, 0.942], [0.866, -0.596, -0.995], [0.357, 0.412, -0.395], [0.355, -0.452, 0.317], [0.741, -0.775, 0.860], [0.910, 0.538, -0.821], [0.436, 0.106, 0.889], [1.066, 2.469, -0.709], [0.054, -0.014, 0.228], [-0.446, -0.117, 0.750], [-0.357, 0.157, 0.946], [-0.096, 0.237, 0.353], [1.443, -0.572, -1.405], [-1.235, -1.099, -0.408], [-0.514, 0.843, -0.818], [0.583, -0.185, 0.153], [-0.416, -0.127, 0.423], [-0.090, -0.068, -0.981], [-0.292, 0.853, 0.272], [-0.134, -0.706, -0.528], [-0.055, 0.144, 0.009], [-0.621, -0.107, -0.496], [-1.781, 0.826, -0.174], [-0.436, 0.209, 0.201], [0.911, -0.849, -0.631], [0.386, -0.829, 0.394], [-0.662, 1.283, 0.172], [0.482, -0.360, 0.096], [-0.558, 0.150, -0.386], [1.311, -0.427, 0.022], [-0.585, 0.672, 0.659], [0.992, 0.676, 0.751], [0.496, -0.555, 0.086], [0.350, 0.405, 0.409], [0.568, -0.640, 0.869], [-0.931, 0.658, 1.074], [0.043, -0.145, 0.185], [-0.500, -0.197, -0.255], [0.521, 0.175, -0.469], [-0.353, -0.229, -0.274], [-0.224, 0.189, 0.621], [0.348, 0.329, -0.803], [0.587, -0.230, 0.243], [-0.389, -0.164, 0.052], [-0.295, 0.529, 0.165], [-0.064, -0.698, -0.219], [0.143, -0.373, 0.172], [-0.057, 0.048, 0.184], [0.463, 0.357, -0.151], [-0.764, 0.433, -0.435], [-0.180, 0.470, 0.169], [-0.339, -0.012, -0.250], [1.030, -0.269, 0.071], [0.056, 1.086, -0.143], [-0.725, 0.025, 0.711], [-0.306, -1.379, -0.304], [-0.045, 0.261, 0.468], [0.138, -0.337, 0.171], [-0.144, -0.913, -0.722], [-0.783, -0.343, 0.318], [0.771, 0.068, 0.331], [0.009, -0.407, 0.100], [-0.097, 0.154, -0.218], [-0.228, 0.149, 0.027], [0.732, 0.689, -0.438], [0.256, -0.268, -0.089], [0.229, -0.010, -0.076], [-0.074, -0.106, -0.417], [-0.307, -0.467, 0.698], [0.198, 0.268, 0.291], [0.021, -0.148, -0.924], [0.257, -0.094, -0.214], [0.079, 0.208, -0.725], [-0.144, -0.682, -0.948], [-0.141, 0.104, 0.375], [-0.081, -0.238, -0.163], [-0.055, 0.476, 0.038]], "lowdin_spin": [1.12, 0.12, 0.35, 0.33, 0.12, 0.01, 0.25, 0.11, 0.02, 0.00, 0.00, 0.06, 0.00, 0.01, 0.93, 0.00, 0.00, 0.00, 0.00, 0.04, 0.00, 0.03, 0.01, 0.00, 0.02, 0.02, 0.01, 0.03, 0.00, 0.19, -0.01, 0.00, 0.02, 0.00, 0.00, 0.02, -0.03, 0.03, 0.03, 0.01, 0.00, 0.02, 0.00, 0.00, 0.00, 0.00, 0.00, 0.00, 0.00, 0.00, 0.00, 0.00, 0.00, 0.00, 0.00, 0.00, 0.00, 0.00, 0.00, 0.00, 0.00, 0.00, 0.00, 0.08, 0.00, 0.00, 0.00, 0.00, 0.00, 0.00, 0.00, 0.00, 0.03, 0.00, 0.02, 0.00, 0.00, 0.00, 0.00, 0.00, 0.00, 0.00, 0.00, 0.00]}

{"formula": "C32H45BF26O13PS3", "method": "ωB97M-V with the def2-TZVPD basis set", "charge": -1, "total_energy_ev": -173636.778, "e_homo_ev": -5.03, "gap_ev": 4.33, "symbols": ["S", "S", "S", "P", "F", "F", "F", "F", "F", "F", "F", "F", "F", "F", "F", "F", "F", "F", "F", "F", "F", "F", "F", "F", "F", "F", "F", "F", "F", "F", "O", "O", "O", "O", "O", "O", "O", "O", "O", "O", "O", "O", "O", "C", "C", "C", "C", "C", "C", "C", "C", "C", "C", "C", "C", "C", "C", "C", "C", "C", "C", "C", "C", "C", "C", "C", "C", "C", "C", "C", "C", "C", "C", "C", "C", "B", "H", "H", "H", "H", "H", "H", "H", "H", "H", "H", "H", "H", "H", "H", "H", "H", "H", "H", "H", "H", "H", "H", "H", "H", "H", "H", "H", "H", "H", "H", "H", "H", "H", "H", "H", "H", "H", "H", "H", "H", "H", "H", "H", "H", "H"], "positions_angstrom": [[4.524, 1.157, -0.273], [0.141, -2.546, -6.446], [1.443, 2.096, 2.964], [1.596, -1.219, 0.976], [-8.848, 1.723, -1.697], [8.412, 1.307, 6.296], [-8.913, -0.777, -0.516], [-1.136, -2.217, -7.542], [1.733, -4.505, -5.381], [-12.705, 3.766, -2.107], [3.778, -2.660, -6.399], [1.227, -1.937, -7.608], [9.093, 2.532, 4.632], [10.475, 2.458, 7.910], [10.291, 4.675, 3.798], [-10.349, 2.196, 0.036], [2.342, 3.508, 3.382], [2.747, -0.761, -5.400], [-1.062, -3.241, -5.383], [7.803, 5.829, 3.628], [10.312, 6.786, 4.315], [8.943, 3.844, 7.262], [7.826, 4.447, 5.296], [-0.159, -1.025, -5.719], [-12.170, 3.244, 0.561], [0.828, -2.887, -3.857], [-12.655, 1.648, -1.622], [-8.498, 0.185, -3.179], [0.270, -4.143, -7.145], [-10.953, -0.024, -0.611], [-4.614, -0.835, 1.738], [-5.142, 0.858, -1.254], [3.189, -0.627, 1.474], [0.754, 2.799, -0.836], [1.656, 1.037, 4.087], [-10.486, 1.182, -3.163], [-1.025, -1.695, 2.032], [1.027, 0.432, 0.642], [-1.840, -5.282, 1.124], [-0.058, 2.469, 2.954], [0.434, -4.702, 1.628], [2.740, 3.882, 0.386], [10.986, 3.894, 6.289], [-2.027, -0.624, 2.152], [1.449, -3.049, -5.227], [-0.208, -6.391, -0.489], [1.896, 1.458, 1.235], [3.874, -1.582, -2.768], [-5.623, -0.006, 1.057], [3.422, 0.837, 1.241], [5.291, 1.887, 3.434], [2.001, -1.477, -0.884], [10.616, 5.258, 6.062], [9.880, 5.558, 4.746], [3.701, -2.721, -3.911], [2.862, -2.231, -5.273], [-10.881, 2.533, -2.902], [-1.494, -6.216, -1.537], [4.442, 1.253, 2.479], [8.359, 5.605, 4.850], [-9.439, 0.682, -2.333], [-3.182, 1.565, -2.804], [-3.292, -0.736, 1.105], [-11.223, 3.124, -0.408], [9.952, 3.060, 6.809], [-9.905, -0.423, -1.375], [9.482, 1.990, 5.812], [1.618, -4.236, 0.858], [2.169, -2.913, 1.624], [-5.794, -0.293, -0.547], [-0.294, -1.645, 0.758], [-0.529, -5.412, 0.783], [-4.223, 0.362, -2.294], [-11.865, 2.747, -1.740], [3.465, -2.088, -1.226], [1.792, 2.753, 0.222], [-5.342, -1.304, -0.928], [-3.801, 2.542, -3.084], [-2.415, -0.544, 3.265], [-3.263, 0.271, 0.466], [-2.388, 1.846, -1.965], [4.355, -1.745, -0.553], [4.797, -3.077, -4.222], [11.574, 5.790, 6.007], [1.233, -0.875, 2.357], [-10.215, -1.313, -1.928], [3.361, -2.897, 1.651], [-11.410, 2.838, -3.814], [10.282, 1.275, 5.604], [8.033, 6.412, 5.513], [-0.481, -2.603, 0.118], [3.657, 1.004, -1.380], [-1.303, -6.709, -2.581], [0.746, -6.058, -1.091], [2.430, -5.101, 0.987], [-4.787, -0.030, -3.267], [-1.441, 0.398, 1.957], [-0.052, 3.199, -0.392], [3.481, -3.259, -1.269], [5.031, -1.293, -2.738], [1.156, -2.215, -1.291], [2.524, 4.523, -0.376], [-3.533, -0.528, -1.942], [3.301, -0.579, -2.926], [-3.121, -1.690, 0.410], [10.112, 5.694, 6.932], [-6.686, -0.137, 1.575], [-10.701, 4.083, -0.479], [-1.641, -5.064, -1.674], [-10.019, 3.208, -2.850], [-0.063, -7.529, -0.211], [-2.483, -6.700, -1.086], [-0.703, -0.741, 0.093], [-6.951, -0.185, -0.805], [-2.568, 1.248, -3.749], [1.434, -4.137, -0.291], [6.161, 2.456, 4.011], [3.214, -3.672, -3.401], [1.757, -0.432, -1.402], [1.827, -3.008, 2.764], [-5.351, 1.141, 1.202]], "forces_ev_per_angstrom": [[-1.196, 0.083, -0.201], [-4.559, -1.105, -2.070], [-4.954, -3.161, 6.308], [-2.029, -1.482, 3.227], [0.222, -0.915, -0.200], [0.405, 0.396, 0.280], [-0.244, 0.231, -0.422], [2.719, -0.567, 2.135], [-0.634, 4.969, 0.851], [0.472, 0.113, 0.276], [-3.358, 1.163, 2.521], [-2.069, -1.078, 2.736], [0.440, -0.285, 0.410], [-0.232, -0.168, -0.713], [-0.323, 0.282, 0.239], [-0.355, 0.475, 0.090], [-1.397, -2.324, -1.226], [-0.178, -4.626, 0.269], [2.234, 1.514, -2.278], [0.445, 0.091, 0.130], [-0.444, -0.047, 0.359], [0.271, -0.878, 0.178], [-0.072, 0.457, -0.228], [1.226, -3.133, -1.655], [-0.155, 0.032, -0.365], [2.403, -0.313, -4.556], [0.227, 0.355, 0.183], [-0.584, -0.242, 0.575], [-0.487, 3.588, 0.562], [0.260, -0.312, -0.512], [-0.221, 1.077, -1.190], [1.127, -2.478, -1.022], [1.213, 3.883, -1.737], [1.085, 0.959, 2.986], [0.416, 4.315, -4.385], [0.755, -0.220, 1.687], [-0.883, 1.063, -1.185], [2.719, 4.358, 1.847], [8.362, -0.922, -2.014], [5.281, -0.075, -1.017], [-1.857, -1.683, -4.125], [-3.113, -1.630, -2.244], [-1.770, -0.616, 0.017], [0.400, 1.163, 0.252], [0.997, -2.066, 3.223], [-0.162, 0.518, -1.189], [0.828, -0.656, -3.309], [1.126, 0.498, 1.053], [-0.369, 0.474, -0.007], [0.350, -3.065, 2.858], [-5.392, -4.020, -7.393], [-0.512, -0.323, -0.863], [0.936, 0.369, 0.472], [0.857, -0.626, -0.359], [0.508, -0.005, 0.472], [3.341, 0.153, 0.531], [0.022, 0.228, -1.082], [-0.166, -0.066, 0.568], [5.592, 5.461, 5.789], [-1.081, 0.334, -0.572], [0.130, 1.567, -1.500], [-0.382, 0.402, 0.524], [0.953, 0.486, -0.929], [-0.030, 0.374, 1.065], [0.991, 1.637, 0.802], [-0.408, -0.644, 0.632], [-0.417, -0.687, -0.709], [2.229, -0.784, 0.776], [0.853, -1.665, 0.562], [-0.783, 1.195, 0.235], [-1.144, 0.397, -1.762], [-5.891, 0.949, 2.930], [1.381, 0.343, -1.414], [-0.429, -0.813, -0.594], [0.412, 0.252, -1.761], [0.219, 2.305, -0.838], [-0.942, 1.855, 0.988], [1.300, -2.113, 0.647], [0.774, -0.611, -2.276], [-0.125, -2.265, 1.127], [-1.857, -0.662, -1.696], [-2.115, -0.520, -0.921], [-2.673, 0.924, 0.179], [-0.185, -0.237, -0.239], [0.026, -0.310, -0.605], [0.110, 0.150, -0.180], [-2.524, -0.350, -0.201], [-0.090, -0.230, 0.293], [0.101, 0.146, 0.186], [0.197, 0.012, 0.055], [0.049, 1.321, 1.314], [0.518, 0.010, 1.525], [-0.064, 0.897, 2.025], [-1.754, -0.610, 1.462], [-1.591, 1.704, -0.422], [0.814, 0.844, 2.088], [-1.419, -2.054, 0.293], [1.136, -0.852, -0.810], [-0.214, 2.089, 0.364], [-2.498, -0.576, -0.197], [1.867, 1.528, 0.703], [0.499, -1.373, 1.726], [-1.510, 1.698, -0.299], [0.936, -2.063, -0.217], [-0.308, 2.072, 1.413], [-0.153, -0.195, -0.323], [2.468, -0.176, -0.885], [-0.034, -0.021, -0.206], [0.074, -2.260, 0.173], [-0.182, -0.214, 0.292], [-0.348, 2.492, -0.106], [2.283, 1.256, -0.883], [0.616, -1.984, 1.283], [2.804, -0.548, 0.523], [-1.323, 0.347, 1.782], [-0.008, 0.125, 2.241], [-2.481, -1.798, -1.477], [0.622, 2.056, -1.417], [0.890, -2.269, 0.843], [0.639, 0.212, -2.583], [-0.450, -2.279, -0.563]], "lowdin_charge": [0.79, 1.08, 0.91, 0.59, 0.12, 0.10, 0.08, -0.19, 0.02, 0.10, -0.03, -0.17, 0.08, 0.14, 0.12, 0.09, -0.25, 0.01, -0.21, 0.10, 0.10, 0.12, 0.08, -0.18, 0.09, 0.00, 0.12, 0.14, -0.22, 0.09, -0.21, -0.24, -0.37, 0.05, -0.34, 0.03, -0.23, -0.31, -0.05, -0.35, -0.09, 0.04, 0.03, -0.15, -0.23, -0.15, -0.35, -0.20, -0.16, -0.62, 0.11, -0.24, -0.06, -0.43, -0.08, -0.19, -0.05, -0.13, -0.06, -0.29, -0.48, -0.10, -0.16, -0.29, -0.48, -0.26, -0.26, -0.23, -0.23, -0.15, -0.28, -0.26, -0.27, -0.43, -0.22, -0.47, 0.14, 0.08, 0.14, 0.13, 0.08, 0.09, 0.14, 0.15, 0.06, 0.18, 0.10, 0.15, 0.18, 0.18, 0.09, -0.09, 0.07, 0.10, 0.13, 0.13, 0.12, 0.12, 0.10, 0.12, 0.09, 0.13, 0.12, 0.09, 0.14, 0.15, 0.13, 0.18, 0.08, 0.15, 0.12, 0.09, 0.12, 0.10, 0.07, 0.09, 0.05, 0.13, 0.10, 0.13, 0.14]}